{
  "formula": "C4H12OSi2",
  "method": "ωB97M-V/def2-TZVPD",
  "species": ["C", "C", "C", "C", "O", "Si", "Si", "H", "H", "H", "H", "H", "H", "H", "H", "H", "H", "H", "H"],
  "xyz": [[1.95906, -1.22581, -0.64851], [1.79491, 1.82605, 0.36694], [-2.12942, 1.16159, 0.53076], [-1.77240, -1.67220, -0.70891], [0.56096, -0.24426, 1.90856], [1.35898, -0.03101, 0.64891], [-1.07983, 0.03815, -0.53202], [1.27405, -1.41693, -1.47076], [2.88781, -0.87519, -1.07643], [2.19374, -2.17399, -0.13816], [1.29563, 2.44833, -0.42280], [1.49145, 2.32809, 1.24704], [2.87858, 1.84270, 0.19809], [-1.37553, 1.96900, 0.79293], [-3.03058, 1.52604, 0.11903], [-2.51146, 0.65958, 1.40962], [-1.67661, -2.01829, -1.69987], [-1.23388, -2.31473, -0.02928], [-2.88549, -1.82710, -0.49513]],
  "forces_ev_per_angstrom": [[0.80, -0.65, 0.80], [0.17, -0.80, -1.44], [1.91, 0.67, 0.63], [-1.46, -0.52, 0.83], [-0.55, -1.09, 2.20], [-1.01, 2.21, -2.78], [-0.95, 0.46, 0.03], [-0.20, 0.07, 0.12], [0.34, 0.17, -0.21], [-0.19, 0.11, -0.29], [0.44, -1.13, 0.16], [0.16, 0.37, 1.30], [-0.10, 0.54, 0.15], [-1.39, -0.58, 0.09], [-0.65, 0.85, -1.14], [0.66, -0.37, 0.60], [0.42, -0.63, -1.21], [0.18, -0.48, 0.16], [1.41, 0.79, 0.00]],
  "mulliken_spin": [0.039, 0.043, 0.085, 0.083, 0.220, 0.063, 1.409, -0.005, 0.007, 0.004, -0.003, -0.003, 0.005, -0.009, 0.009, 0.025, -0.001, 0.015, 0.015],
  "homo_ha": [-0.2331, -0.3582],
  "relative_energy_kcal_mol": 0.0,
  "homo_lumo_gap_ev": [6.812, 7.877],
  "spin_multiplicity": 3,
  "e_tot_ev": -22142.5793,
  "max_force_ev_per_a": 3.7,
  "e_lumo_ev": [0.5, -1.9]
}

---

{
  "formula": "C4H12P2S",
  "method": "ωB97M-V/def2-TZVPD",
  "species": ["C", "P", "C", "P", "C", "C", "S", "H", "H", "H", "H", "H", "H", "H", "H", "H", "H", "H", "H"],
  "xyz": [[-1.76933, -1.28471, 0.98546], [-0.06761, -1.28022, 0.38755], [0.79415, -0.68226, 1.87481], [-0.00244, 0.84502, -0.33127], [-0.70707, 0.54392, -1.98338], [2.10859, 1.37861, -0.80822], [-1.10400, 2.16368, 0.70709], [-1.73209, -0.77031, 1.98323], [-2.04804, -2.35340, 0.93257], [-2.30962, -0.53724, 0.28927], [-0.03900, -0.30561, 2.59216], [1.24436, 0.29854, 1.61013], [1.47729, -1.33514, 2.34167], [-1.05880, -0.53314, -1.83064], [-1.60545, 1.24556, -2.20555], [0.03671, 0.61291, -2.87782], [2.93854, 1.07172, -0.13234], [2.23994, 0.66408, -1.63384], [2.25652, 2.46949, -1.02344]],
  "forces_ev_per_angstrom": [[-0.51, 1.58, -0.46], [1.59, 0.81, -0.42], [-1.79, 2.39, 1.24], [1.45, 1.57, -0.58], [-0.74, 0.11, -1.72], [-1.19, -0.98, 0.53], [0.96, -0.89, -0.55], [-0.65, -0.99, -0.85], [-0.66, 0.85, 0.31], [0.14, -1.67, 1.05], [1.62, -0.92, -0.76], [0.49, -0.89, 0.44], [0.73, -0.71, 0.58], [0.20, 1.43, -0.95], [1.60, -1.25, 0.49], [-1.24, -0.27, 1.72], [-1.13, 0.19, 0.33], [-0.16, 0.78, -0.29], [-0.71, -1.15, -0.10]],
  "lowdin_charge": [-0.386, 0.686, -0.404, 0.214, -0.369, -0.147, 0.085, 0.030, 0.031, 0.037, 0.056, -0.018, 0.006, 0.005, 0.062, 0.068, 0.015, -0.004, 0.032],
  "homo_ha": -0.3055,
  "smiles": "CP(C)P(C)(C)=S",
  "relative_energy_kcal_mol": 34.3,
  "homo_lumo_gap_ev": 8.763,
  "spin_multiplicity": 1,
  "e_tot_ev": -33754.0164,
  "max_force_ev_per_a": 3.2,
  "e_lumo_ev": 0.5
}

---

{
  "formula": "C4H12P2S",
  "method": "ωB97M-V/def2-TZVPD",
  "species": ["C", "P", "C", "P", "C", "C", "S", "H", "H", "H", "H", "H", "H", "H", "H", "H", "H", "H", "H"],
  "xyz": [[1.46876, -1.70396, -0.54662], [0.38713, -0.38835, -1.19619], [1.70037, 0.88240, -1.12152], [-0.45776, 0.08430, 0.70711], [-2.01355, -1.07134, 0.79650], [-1.32581, 1.71266, 0.39015], [0.80267, -0.08176, 2.28375], [0.86558, -2.70839, -0.41205], [1.88364, -1.21495, 0.39598], [2.31945, -1.87261, -1.17250], [2.14075, 1.16468, -0.14755], [1.39617, 1.91452, -1.60156], [2.51344, 0.61591, -1.84407], [-1.79231, -2.12491, 1.01523], [-2.77865, -0.48104, 1.44154], [-2.41436, -0.93840, -0.19463], [-2.22337, 1.58996, -0.29984], [-1.67970, 1.97874, 1.39362], [-0.79244, 2.64254, 0.11264]],
  "forces_ev_per_angstrom": [[-0.89, -1.18, 1.48], [0.67, -0.04, -0.84], [0.64, 3.12, -1.89], [-1.16, -0.34, 1.64], [0.20, 2.66, 0.59], [-0.90, 0.19, 0.29], [-1.23, 0.57, -1.06], [1.40, 2.00, 0.11], [-0.56, -1.39, -0.74], [0.30, -0.22, -0.76], [-0.26, -0.65, -0.27], [0.03, -1.90, 0.98], [-0.49, -0.24, 0.78], [-0.17, 0.64, 0.29], [1.40, -1.58, -0.50], [-0.20, -0.40, -0.61], [1.20, -0.03, 0.85], [-0.36, -0.17, -0.10], [0.38, -1.02, -0.25]],
  "lowdin_charge": [-0.416, 0.656, -0.415, 0.177, -0.253, -0.288, 0.110, 0.078, -0.039, 0.012, 0.024, 0.065, 0.041, 0.040, 0.071, -0.002, 0.065, 0.029, 0.046],
  "homo_ha": -0.3084,
  "smiles": "CP(C)P(C)(C)=S",
  "relative_energy_kcal_mol": 2.4,
  "homo_lumo_gap_ev": 9.163,
  "spin_multiplicity": 1,
  "e_tot_ev": -33755.3985,
  "max_force_ev_per_a": 3.7,
  "e_lumo_ev": 0.8
}

---

{
  "formula": "C4H12S",
  "method": "ωB97M-V/def2-TZVPD",
  "species": ["C", "C", "H", "H", "H", "H", "H", "H", "C", "C", "S", "H", "H", "H", "H", "H", "H"],
  "xyz": [[0.33742, -1.38223, 0.59423], [1.21227, -2.44395, 1.19095], [0.24318, -1.40487, -0.50694], [-0.59782, -1.30405, 0.95097], [0.80362, -0.41263, 0.78884], [1.39371, -2.03309, 2.27376], [2.19036, -2.55002, 0.77006], [0.79546, -3.41611, 1.27509], [0.50803, 1.61896, -1.53676], [-1.95687, 1.65895, -0.09405], [-1.23097, 0.96840, -1.70671], [0.90631, 1.38227, -0.58576], [1.05667, 1.15069, -2.39783], [0.63967, 2.75177, -1.60097], [-1.30855, 1.47259, 0.69938], [-2.97040, 1.25260, 0.14698], [-2.02211, 2.69072, -0.26124]],
  "forces_ev_per_angstrom": [[3.20, 0.67, -2.77], [0.26, 1.58, 2.99], [0.09, -0.23, 0.41], [-3.39, -0.18, 1.58], [0.04, 0.03, -0.05], [-0.09, -1.22, -1.53], [0.53, 0.18, -0.59], [-0.62, -0.89, 0.02], [-0.57, 1.31, -1.59], [-0.97, -1.24, -1.85], [0.11, 0.41, 0.83], [0.58, -0.82, 0.97], [-0.40, 0.35, 1.01], [-0.59, -1.22, -0.28], [1.15, -0.46, 1.41], [0.96, 0.13, -0.57], [-0.27, 1.60, 0.01]],
  "mulliken_spin": [0.107, 0.115, 0.021, -0.009, -0.063, -0.016, -0.084, -0.066, 0.458, -0.222, 0.807, -0.040, 0.167, -0.291, 0.057, -0.006, 0.066],
  "homo_ha": [0.0491, -0.1770],
  "total_charge": -1,
  "relative_energy_kcal_mol": 19.4,
  "homo_lumo_gap_ev": [2.200, 8.473],
  "spin_multiplicity": 2,
  "e_tot_ev": -15175.5365,
  "max_force_ev_per_a": 4.3,
  "e_lumo_ev": [3.5, 3.7]
}